This record from the Open Molecules 2025 dataset describes a molecular structure, C44H33CuN2O7P2Si. The level of theory is ωB97M-V/def2-TZVPD.

The geometry in XYZ format:
```
90
C44H33CuN2O7P2Si (ωB97M-V/def2-TZVPD)
Cu 0.42314 1.05819 2.15207
C -2.47488 0.26605 4.16796
Si -1.54462 -0.10208 2.48117
C -3.05102 0.21779 1.26126
C -4.37630 0.06735 1.66564
C -5.43740 0.53194 0.91311
C -5.19694 1.17001 -0.29147
C -3.89765 1.28260 -0.74523
C -2.83099 0.79172 0.00792
P -1.12289 0.94075 -0.67987
C -1.20528 2.76234 -0.88914
C -1.51305 3.47566 0.27111
C -1.48813 4.85468 0.28238
C -1.14678 5.55421 -0.86403
C -0.82676 4.85787 -2.01584
C -0.85037 3.47382 -2.02885
C -1.44491 0.32508 -2.38455
C -0.43935 0.50921 -3.33312
C -0.56178 0.00649 -4.61437
C -1.68187 -0.72350 -4.97106
C -2.66147 -0.96576 -4.02493
C -2.54276 -0.45438 -2.74477
C -1.62561 -2.04748 2.48942
C -2.27803 -2.81458 3.44821
C -2.26985 -4.19766 3.41028
C -1.57195 -4.85620 2.41302
C -0.88601 -4.12029 1.46384
C -0.91581 -2.73097 1.49689
P -0.02918 -1.72113 0.24742
C -0.03511 -2.96791 -1.10092
C -1.30073 -3.22068 -1.63321
C -1.46726 -4.09144 -2.68896
C -0.36716 -4.73658 -3.23113
C 0.89215 -4.49772 -2.71102
C 1.06087 -3.61623 -1.65715
C 1.67171 -1.82853 0.89902
C 1.91272 -2.06457 2.24925
C 3.20150 -2.03683 2.74756
C 4.27058 -1.76923 1.90961
C 4.03965 -1.50456 0.56972
C 2.74907 -1.52256 0.06965
H -3.42504 -0.24089 4.31181
H -2.66242 1.33134 4.25110
H -1.83004 -0.00089 4.99894
H -4.58789 -0.42735 2.60115
H -6.45365 0.41844 1.27317
H -6.02160 1.56703 -0.87051
H -3.70658 1.76439 -1.69612
H -1.76326 2.93048 1.17284
H -1.72986 5.39118 1.18955
H -1.12776 6.63535 -0.85332
H -0.55413 5.39683 -2.91431
H -0.59253 2.94413 -2.93469
H 0.47158 1.00184 -3.03475
H 0.22298 0.17595 -5.33846
H -1.77840 -1.11605 -5.97467
H -3.52885 -1.55847 -4.28805
H -3.31344 -0.66965 -2.01894
H -2.81550 -2.32423 4.24505
H -2.80608 -4.76852 4.16070
H -1.55695 -5.93937 2.38180
H -0.32099 -4.63601 0.69847
H -2.15322 -2.72076 -1.19165
H -2.45254 -4.27090 -3.09899
H -0.49687 -5.42712 -4.05297
H 1.75240 -5.00648 -3.12679
H 2.04987 -3.44290 -1.25837
H 1.08344 -2.25084 2.91631
H 3.37277 -2.21599 3.80043
H 5.27674 -1.74944 2.30554
H 4.87221 -1.27114 -0.08239
H 2.55925 -1.25900 -0.96100
O 2.99240 3.70002 3.82439
C 2.55809 2.85139 3.04790
O 1.60796 2.06151 3.32855
C 3.26211 2.72981 1.68729
C 4.48154 3.33466 1.60990
C 5.26341 3.30507 0.43819
C 4.78194 2.62095 -0.66443
C 3.54883 1.98927 -0.62613
C 2.69472 2.02164 0.55694
O 1.56107 1.48033 0.56790
N 3.18573 1.29545 -1.79318
O 2.08950 0.75736 -1.88239
O 4.00435 1.23061 -2.72052
N 6.50680 3.94280 0.38097
O 7.16862 3.87708 -0.66237
O 6.91467 4.55404 1.37250
H 4.84142 3.85601 2.48500
H 5.37374 2.57617 -1.56831
```

Summary:
- Total charge: -2
- E_HOMO: -2.1 eV
- Max |F|: 1.6 eV/A
- HOMO-LUMO gap: 0.233 Eh
- E_LUMO: 4.206 eV
- Electronic energy: -4945.3434 hartree